No. 1
9
Properties=species:S:1:pos:R:3:forces:R:3 method="wB97M-V/def2-TZVPD" homo_lumo_gap_ev="9.0806 / 8.1332" e_lumo_ev="-0.67 / -1.13"
C 0.150 0.133 -0.477 -0.07 -3.41 2.30
N 1.309 0.769 -0.723 3.02 1.83 -0.67
N 3.051 -1.013 -0.078 -0.95 1.33 0.04
O 2.502 -2.047 -0.073 -0.50 -1.52 -0.01
O 4.158 -0.650 -0.060 1.55 0.22 0.00
Cl 1.669 2.041 0.305 -0.10 0.16 0.28
H -0.116 -0.228 -1.399 -1.62 -0.54 -2.57
H 0.489 -0.933 -0.083 -0.87 1.67 0.21
H -0.622 0.585 0.105 -0.45 0.26 0.43



No. 2
87
Properties=species:S:1:pos:R:3:forces:R:3 method="wB97M-V/def2-TZVPD" homo_lumo_gap_ev=7.3913 e_lumo_ev=-0.78 smiles="CO[C@](CCCC(F)(F)C(F)(F)F)([C@H](Br)[C@H](C)Br)[C@@H](S)N(O)S(=O)(=O)F.CCN(CC)CC.CCN(CC)CC"
C 3.970 -0.327 -1.266 0.30 0.35 1.94
O 2.664 0.016 -1.778 1.32 -0.70 -1.60
C 2.654 0.135 -3.237 -2.79 0.38 0.21
C 1.070 0.081 -3.604 -0.44 -0.68 1.21
C 0.155 0.593 -2.369 -0.65 0.50 -1.60
C -1.294 0.921 -3.011 0.90 -0.02 -0.37
C -2.193 -0.372 -3.206 -0.58 0.62 -0.76
F -2.533 -0.554 -4.580 0.65 0.24 2.30
F -1.597 -1.571 -2.795 -1.09 1.99 -0.44
C -3.592 -0.138 -2.459 -1.11 -1.00 0.01
F -4.413 -1.277 -2.594 1.66 2.42 0.55
F -3.362 0.101 -1.102 -0.68 -0.36 -2.59
F -4.299 0.934 -3.021 1.67 -2.10 1.37
C 3.336 -1.044 -4.029 1.69 0.02 -0.25
Br 2.739 -1.034 -5.966 0.32 0.15 0.90
C 3.158 -2.543 -3.561 -0.68 -0.68 -0.05
C 2.114 -2.925 -2.441 -0.07 -0.96 1.05
Br 4.964 -3.204 -2.922 -0.56 0.14 -0.48
C 3.208 1.622 -3.494 1.25 0.00 0.85
S 4.449 1.846 -4.852 0.94 -0.07 -0.46
N 2.084 2.637 -3.766 0.29 -1.62 2.41
O 2.333 3.203 -4.990 -0.33 1.75 -1.01
S 2.168 3.889 -2.526 0.53 6.43 -0.15
O 0.946 4.730 -2.682 2.56 -3.20 0.51
O 3.424 4.698 -2.652 -2.89 -3.14 0.77
F 2.125 3.238 -0.998 0.06 0.19 -2.88
H 4.122 0.300 -0.315 -0.23 -0.80 -1.34
H 3.964 -1.410 -0.912 0.26 1.35 -0.83
H 4.835 -0.072 -1.951 -1.09 -0.53 0.59
H 0.824 0.603 -4.577 0.48 -0.35 1.35
H 0.731 -1.005 -3.762 0.82 1.49 0.09
H 0.053 -0.201 -1.570 0.30 1.08 -0.87
H 0.544 1.570 -1.943 -0.48 -1.43 -0.34
H -1.818 1.746 -2.425 0.43 -1.44 -0.62
H -1.122 1.353 -4.059 -0.35 -0.65 1.47
H 4.465 -0.863 -4.102 -1.79 -0.23 -0.06
H 2.952 -3.215 -4.463 0.52 1.27 1.29
H 2.691 -3.259 -1.508 -0.96 0.57 -1.27
H 1.512 -3.848 -2.754 0.84 1.39 0.27
H 1.392 -2.130 -2.096 0.95 -0.72 -0.67
H 3.711 2.045 -2.551 -0.64 -1.33 -1.17
H 5.530 0.991 -4.611 -1.39 0.49 0.62
H 1.961 4.117 -5.034 -0.02 -0.84 0.19
C -1.418 -1.994 0.596 0.06 0.07 -0.03
C -0.821 -2.734 1.785 0.01 0.14 -0.08
N 0.623 -2.922 1.692 0.25 -0.29 -0.04
C 1.145 -3.869 2.672 -0.09 -0.21 -0.05
C 1.034 -3.495 4.150 0.15 -0.04 0.22
C 1.418 -1.714 1.504 -0.16 0.12 -0.29
C 1.288 -0.608 2.549 0.18 0.17 0.10
H -1.156 -2.483 -0.346 0.05 0.03 0.08
H -2.508 -1.982 0.675 0.08 0.01 0.03
H -1.085 -0.954 0.554 -0.02 -0.02 -0.01
H -1.300 -3.718 1.823 0.24 -0.05 0.11
H -1.109 -2.212 2.708 -0.10 0.04 0.04
H 2.195 -4.085 2.443 -0.06 0.18 -0.10
H 0.627 -4.824 2.527 -0.09 0.14 -0.09
H 1.758 -2.729 4.428 -0.11 0.03 0.01
H 1.249 -4.372 4.768 -0.02 0.04 -0.05
H 0.034 -3.148 4.419 0.04 0.02 -0.04
H 1.163 -1.286 0.527 -0.10 -0.06 0.02
H 2.474 -1.987 1.406 -0.11 -0.22 0.10
H 0.250 -0.411 2.824 0.02 -0.11 -0.04
H 1.699 0.324 2.148 -0.03 -0.03 0.00
H 1.852 -0.837 3.454 -0.13 0.02 0.03
C -0.764 2.474 3.334 0.01 0.04 0.12
C -2.144 2.202 2.748 0.12 0.02 0.13
N -2.883 1.162 3.453 -0.13 -0.36 -0.09
C -4.064 0.701 2.729 0.09 -0.12 -0.22
C -5.195 1.705 2.502 -0.26 -0.01 -0.01
C -3.067 1.362 4.886 0.33 0.04 0.14
C -3.771 2.640 5.342 -0.17 0.07 0.20
H -0.174 1.557 3.392 -0.12 0.12 0.06
H -0.224 3.181 2.699 -0.07 -0.03 0.02
H -0.822 2.915 4.332 0.02 -0.04 -0.04
H -1.992 1.883 1.712 -0.24 -0.13 0.04
H -2.705 3.146 2.705 0.02 0.10 -0.06
H -4.474 -0.183 3.230 0.13 0.10 0.13
H -3.737 0.338 1.747 0.14 0.10 0.07
H -5.762 1.885 3.416 0.05 0.09 -0.05
H -5.899 1.304 1.767 0.06 0.01 0.03
H -4.834 2.660 2.117 0.01 -0.03 0.04
H -2.082 1.330 5.363 0.01 0.04 -0.14
H -3.594 0.499 5.307 -0.03 -0.01 -0.27
H -3.409 3.528 4.820 0.00 -0.06 -0.02
H -3.589 2.796 6.409 0.01 -0.01 -0.06
H -4.851 2.575 5.212 0.06 0.10 -0.07



No. 3
30
Properties=species:S:1:pos:R:3:forces:R:3 method="wB97M-V/def2-TZVPD" homo_lumo_gap_ev="4.2808 / 5.8376" e_lumo_ev="5.28 / 5.21" total_charge=-2 spin_multiplicity=5
C 2.627 0.080 0.857 0.99 -0.35 1.06
C 1.942 1.234 1.260 0.20 -0.34 0.32
C 0.765 0.821 1.931 0.38 -0.12 0.78
H 2.225 2.250 1.057 -0.02 0.11 -0.11
C 0.743 -0.585 1.956 -0.10 0.28 0.78
C 1.870 -1.051 1.264 0.67 0.18 0.11
H 2.116 -2.083 1.087 0.05 -0.15 -0.09
H 3.558 0.054 0.319 0.08 -0.02 -0.18
H -0.004 1.468 2.310 0.01 -0.02 -0.08
H -0.036 -1.193 2.372 -0.23 -0.07 -0.01
Cr 0.626 0.151 -0.266 -0.38 0.43 1.00
Br -0.423 2.480 -0.408 -0.53 2.66 -0.32
C -0.098 -0.289 -2.408 0.26 -0.06 -1.16
C 0.554 -1.442 -1.905 0.00 0.07 -0.29
C 1.900 -1.110 -1.696 0.81 -0.20 -1.24
H 0.084 -2.381 -1.680 -0.10 -0.16 0.12
C 2.082 0.252 -2.053 0.44 -0.70 -0.78
C 0.854 0.738 -2.524 -0.10 -0.27 -1.08
H 0.658 1.741 -2.851 -0.05 0.10 0.07
H -1.148 -0.199 -2.613 -0.10 0.04 0.06
H 2.660 -1.771 -1.319 0.08 -0.05 0.17
H 2.997 0.814 -1.988 0.13 0.07 0.08
F -5.024 0.054 1.801 0.64 0.33 -1.77
C -4.223 0.225 0.688 -1.19 0.66 -0.50
F -4.657 -0.614 -0.321 0.17 1.37 1.45
F -4.302 1.537 0.262 -0.35 -2.16 0.61
S -2.503 -0.171 1.111 8.91 -2.73 2.75
O -2.055 0.700 2.280 -2.60 -0.64 -3.38
O -2.417 -1.590 1.692 -1.94 2.53 -2.28
O -1.370 -0.122 -0.213 -6.13 -0.78 3.92



Computed values of E (unit: eV) for the preceding records, in sequence: -20676.675 -215327.549 -135160.727.
Computed values of max |F| (unit: eV/A) for the preceding records, in sequence: 4.1 6.4 9.7.